{
  "formula": "C27H43Cl12F2N3O3",
  "method": "ωB97M-V/def2-TZVPD",
  "elements": ["F", "C", "C", "C", "C", "C", "C", "H", "H", "H", "H", "H", "F", "C", "C", "C", "C", "C", "C", "H", "H", "H", "H", "H", "C", "N", "C", "C", "O", "H", "H", "H", "H", "H", "H", "H", "C", "N", "C", "C", "O", "H", "H", "H", "H", "H", "H", "H", "C", "N", "C", "C", "O", "H", "H", "H", "H", "H", "H", "H", "Cl", "C", "Cl", "H", "H", "Cl", "C", "Cl", "H", "H", "Cl", "C", "Cl", "H", "H", "Cl", "C", "Cl", "H", "H", "Cl", "C", "Cl", "H", "H", "Cl", "C", "Cl", "H", "H"],
  "positions_angstrom": [[-4.456135, -1.532209, -1.085449], [-5.245713, -1.635205, -2.188820], [-6.452959, -2.332040, -2.137910], [-7.235534, -2.352088, -3.252186], [-6.856977, -1.764063, -4.428165], [-5.668026, -1.150342, -4.495420], [-4.809856, -1.069794, -3.404356], [-6.803997, -2.833843, -1.248328], [-8.182114, -2.859188, -3.137183], [-7.574970, -1.729167, -5.234183], [-5.335970, -0.632924, -5.383357], [-3.866343, -0.550646, -3.322632], [-1.550133, 2.484298, 6.355584], [-1.846768, 2.022645, 7.628602], [-1.732431, 0.626122, 7.861726], [-1.970351, 0.107285, 9.110680], [-2.409518, 0.976666, 10.091857], [-2.662132, 2.353793, 9.820935], [-2.375939, 2.864868, 8.614709], [-1.334640, -0.066583, 7.134867], [-1.819342, -0.946249, 9.294129], [-2.573544, 0.592221, 11.087689], [-3.040010, 2.935911, 10.648433], [-2.508437, 3.923464, 8.446715], [-0.090822, 2.376137, -6.899892], [-0.155660, 2.704092, -5.510574], [-0.204815, 3.960602, -5.089336], [-0.405122, 5.164701, -5.991054], [-0.055260, 4.235033, -3.907487], [-0.857279, 1.645896, -7.159475], [0.880355, 2.065165, -7.284876], [-0.424733, 3.167586, -7.570870], [0.080037, 2.066050, -4.763942], [0.529631, 5.339320, -6.523833], [-0.648490, 6.050168, -5.403850], [-1.215717, 5.024043, -6.706072], [-0.059525, 0.814879, 0.925536], [0.496364, 0.762119, -0.392664], [1.104232, -0.311158, -0.987783], [1.073768, -1.686300, -0.334249], [1.632687, -0.129555, -2.071973], [0.163546, -0.082135, 1.503209], [-1.149363, 0.826414, 0.911244], [0.287435, 1.673927, 1.499789], [0.433057, 1.620805, -0.920641], [1.830069, -1.807903, 0.441201], [1.212487, -2.527342, -1.013585], [0.095399, -1.885358, 0.103096], [2.716672, -10.625484, -2.807308], [3.159316, -10.139052, -1.474335], [3.191521, -8.826117, -1.245744], [3.490465, -8.320289, 0.157280], [2.990732, -8.026183, -2.131267], [2.408971, -9.889605, -3.550214], [1.940036, -11.384120, -2.710318], [3.576979, -11.193269, -3.161713], [3.520812, -10.830248, -0.832723], [4.560106, -8.374710, 0.359774], [2.923362, -8.879708, 0.901283], [3.043391, -7.331292, 0.257852], [4.949935, 0.415613, 2.620222], [5.077869, -0.873484, 3.810781], [5.489728, -2.426704, 2.967808], [5.814494, -0.626389, 4.575265], [4.077464, -0.994310, 4.226358], [4.812443, 5.338618, -3.725503], [4.891410, 4.312588, -2.310481], [6.013626, 5.108198, -1.132464], [3.914084, 4.259671, -1.830761], [5.216247, 3.286253, -2.481460], [3.377770, 7.016547, 4.282620], [2.358824, 5.578658, 4.497914], [2.979162, 4.577103, 5.898249], [1.388279, 5.996180, 4.765898], [2.377170, 4.950657, 3.607211], [4.976346, -1.727879, -7.416682], [4.739980, -2.291692, -5.729706], [5.940780, -3.519797, -5.270873], [4.948230, -1.416373, -5.114457], [3.726770, -2.650628, -5.548952], [-6.105602, 0.842239, 5.373719], [-5.625203, -0.355525, 4.103961], [-6.971286, -1.559185, 3.715324], [-5.466577, 0.191475, 3.174587], [-4.716364, -0.893934, 4.372740], [-0.817203, 7.061916, 0.997379], [-0.245518, 8.608725, 0.245083], [-1.588579, 9.652275, -0.283914], [0.451441, 9.129440, 0.901742], [0.251476, 8.329703, -0.684031]],
  "atomic_forces_ev_per_a": [[-0.393, -0.079, -0.481], [0.064, -0.143, -1.058], [1.058, 0.358, 1.032], [-0.981, -0.752, 0.354], [-1.871, -0.403, -0.384], [2.544, 1.552, -0.382], [-0.555, -0.588, 2.236], [0.211, 0.124, 0.219], [-0.180, -0.005, -0.329], [0.191, -0.097, -0.267], [-0.137, -0.081, -0.278], [0.063, 0.124, -0.641], [-0.287, -0.231, 1.501], [-0.439, -1.513, -0.486], [0.745, 1.372, -0.941], [-0.386, 0.796, 0.510], [-0.458, 0.717, 0.280], [0.202, -2.778, 2.226], [0.842, 0.853, -2.310], [-0.066, 0.363, -0.520], [0.001, -0.003, 0.110], [-0.141, 0.080, 0.115], [-0.023, 0.300, -0.172], [0.006, 0.041, -0.336], [-0.813, -0.728, -1.284], [0.057, -0.007, -0.800], [0.019, 2.479, 1.537], [-0.249, -0.464, -0.705], [0.047, -0.484, 0.759], [0.302, -0.649, 0.198], [0.096, -0.179, 0.331], [0.287, 0.587, 0.580], [0.053, -0.293, -0.305], [-0.057, 0.100, -0.214], [0.194, -0.373, 0.208], [0.117, -0.032, -0.213], [-0.643, -0.524, 0.725], [0.031, -0.476, 0.524], [0.132, 0.453, -0.773], [-0.541, -0.154, 0.427], [0.154, -0.374, -0.261], [0.381, 0.061, -0.123], [-0.196, 0.290, -0.110], [0.099, 0.029, -0.113], [0.339, -0.310, -0.284], [-0.003, 0.275, 0.103], [0.277, 0.587, -0.497], [-0.021, 0.194, 0.293], [1.061, -1.311, 0.613], [-0.937, -0.962, -1.136], [0.382, 1.184, 0.848], [-0.774, -0.493, 0.139], [-0.391, 0.642, -0.689], [0.295, 0.276, 0.700], [-0.291, 0.234, 0.257], [-0.009, 0.121, -0.667], [-0.242, 0.350, 0.029], [-0.114, 0.275, 0.145], [0.337, -0.513, 0.089], [0.680, 0.202, -0.328], [0.149, 0.288, 0.015], [-0.450, -0.610, -0.434], [-0.031, 0.620, 0.636], [-0.023, -0.177, -0.325], [0.328, -0.110, 0.097], [-0.152, -0.350, -0.407], [0.017, 0.268, 1.123], [-0.317, -0.573, -0.159], [0.109, 0.248, -0.164], [0.304, 0.392, -0.405], [0.078, -0.225, -0.215], [0.406, 0.087, 0.935], [-0.493, 0.495, -0.854], [0.050, -0.609, -0.108], [-0.059, 0.248, 0.225], [-0.300, -0.351, 0.385], [0.536, 0.627, 0.147], [-0.350, 0.057, -0.135], [-0.169, -0.228, -0.033], [0.267, -0.096, -0.342], [0.361, -0.925, -0.715], [-0.945, 0.051, -0.373], [1.096, 0.873, 0.505], [-0.084, -0.024, 0.277], [-0.418, 0.028, 0.305], [0.293, 0.895, -0.179], [-0.108, -0.630, -0.693], [0.253, -0.125, 0.465], [-0.466, -0.084, 0.104], [0.047, -0.080, 0.318]],
  "e_lumo_ev": 0.05,
  "smiles": "Fc1ccccc1.Fc1ccccc1.CNC(C)=O.CNC(C)=O.CNC(C)=O.ClCCl.ClCCl.ClCCl.ClCCl.ClCCl.ClCCl",
  "total_charge": 0,
  "homo_lumo_gap_ev": 9.36,
  "multiplicity": 1
}


{
  "formula": "C27H43N6O2P",
  "method": "ωB97M-V/def2-TZVPD",
  "elements": ["C", "C", "P", "C", "C", "C", "C", "C", "O", "C", "C", "C", "C", "C", "C", "N", "C", "N", "N", "C", "O", "N", "H", "H", "H", "H", "H", "H", "H", "H", "H", "H", "H", "H", "H", "H", "H", "H", "H", "H", "H", "H", "H", "H", "H", "H", "H", "H", "H", "H", "H", "C", "N", "C", "C", "C", "C", "C", "C", "C", "C", "N", "C", "C", "C", "H", "H", "H", "H", "H", "H", "H", "H", "H", "H", "H", "H", "H", "H"],
  "positions_angstrom": [[5.320710, 1.625275, -1.327017], [3.675892, 1.607643, -1.618015], [3.090188, -0.164988, -1.220459], [3.809175, -1.471858, -2.411630], [4.563199, -2.608718, -1.447989], [1.196328, -0.299632, -1.021701], [0.315291, 0.701203, -1.975812], [0.181394, 0.182151, -3.525555], [1.073106, 0.615121, -4.420512], [0.547078, 0.020743, 0.486588], [0.893165, -1.271883, 1.484917], [2.269885, -0.846133, 2.267001], [3.161571, -2.167752, 2.767641], [4.697883, -1.611368, 3.045540], [5.775515, -2.408143, 2.057090], [7.118717, -2.400008, 2.753539], [7.924345, -3.542693, 2.176369], [8.734584, -3.280756, 1.095451], [7.794578, -4.909928, 2.861384], [0.945768, -2.430104, 0.308537], [0.919934, -3.775542, 0.516199], [0.976156, -1.803886, -1.094445], [5.744835, 2.707186, -1.469017], [5.477601, 1.256699, -0.202790], [5.885624, 0.807596, -1.989415], [3.215488, 2.318776, -0.797580], [3.445499, 1.973752, -2.710177], [4.640734, -1.065026, -3.147002], [2.928618, -2.015181, -3.007303], [5.673596, -2.260675, -1.331652], [4.425608, -3.703480, -1.834558], [4.052794, -2.486204, -0.376866], [0.874902, 1.753522, -1.994114], [-0.757191, 0.864458, -1.506611], [-0.698240, -0.548488, -3.790593], [-0.630244, 0.038523, 0.538502], [1.007054, 0.942385, 1.061497], [0.076241, -1.421747, 2.340243], [2.004197, -0.269796, 3.274722], [2.980281, -0.131536, 1.667238], [2.700025, -2.544449, 3.785198], [3.117327, -3.026694, 1.956282], [4.802860, -0.444452, 2.844658], [4.934958, -1.772936, 4.198550], [5.903228, -1.826186, 1.022751], [5.454573, -3.533227, 1.879240], [6.917079, -2.619399, 3.755308], [8.605197, -2.257146, 0.883091], [7.265241, -5.553299, 2.214034], [7.140105, -4.806654, 3.692218], [0.229805, -2.151989, -1.735457], [-3.184167, -0.736664, -2.678075], [-4.150232, 0.175967, -2.034008], [-5.277648, 0.518050, -2.697364], [-6.231066, 1.345956, -2.098939], [-6.033980, 1.826838, -0.800873], [-4.842659, 1.468499, -0.157663], [-3.913517, 0.644252, -0.790826], [-7.039604, 2.655362, -0.111442], [-7.592396, 2.240229, 1.106165], [-8.505857, 3.046604, 1.783233], [-8.869184, 4.244239, 1.276541], [-8.376184, 4.668624, 0.090635], [-7.462357, 3.887263, -0.620378], [-9.798629, 5.113633, 2.023860], [-2.880629, -0.291378, -3.628932], [-3.689000, -1.694294, -2.833310], [-2.312981, -0.873613, -2.033614], [-5.412291, 0.115375, -3.698357], [-7.136963, 1.586921, -2.654053], [-4.621701, 1.828759, 0.846208], [-2.986660, 0.351719, -0.304083], [-7.319703, 1.280474, 1.543413], [-8.940612, 2.742073, 2.732490], [-8.709457, 5.638173, -0.270622], [-7.069923, 4.268460, -1.561877], [-10.653126, 5.329374, 1.378285], [-9.257346, 6.027937, 2.283204], [-10.134391, 4.608091, 2.932864]],
  "atomic_forces_ev_per_a": [[-0.402, -0.991, 0.521], [0.789, 0.717, -0.247], [1.177, 0.427, 1.168], [-0.014, -1.663, -0.937], [-0.812, 1.132, 0.700], [-2.379, 0.305, 0.705], [-0.116, -0.021, -1.107], [4.606, 2.906, -2.540], [-5.695, -2.949, 5.184], [0.769, -0.548, 2.298], [0.697, 1.730, -1.249], [0.791, -1.155, 1.172], [-0.126, 1.318, 0.019], [-0.039, -0.529, -0.321], [-0.483, 0.592, 0.348], [-0.086, -2.188, -0.174], [2.010, 1.115, -2.370], [-3.700, -0.974, 4.377], [-1.628, 2.155, -1.193], [-0.310, -5.471, 0.625], [0.032, 8.796, -1.648], [-1.034, -0.260, 2.380], [-0.751, -2.250, 0.170], [-0.295, 1.007, -2.408], [-1.234, 2.090, 1.244], [0.652, -1.357, -1.781], [0.372, -0.553, 2.174], [-2.115, -0.498, 1.369], [2.070, 1.341, 1.097], [-2.006, -1.044, -0.247], [0.484, 2.216, 0.634], [1.201, -0.627, -2.282], [-1.238, -2.392, -0.029], [1.947, -0.377, -1.006], [1.755, 1.141, 0.124], [2.127, 0.381, -0.865], [-1.134, -1.507, -1.563], [1.599, -0.178, -2.372], [0.210, -1.112, -2.257], [-1.651, -1.603, 0.752], [0.911, 0.543, -2.197], [0.199, 1.808, 1.751], [-0.355, -2.517, 0.405], [-0.209, 0.187, -2.525], [-0.489, -1.449, 2.289], [0.207, 2.314, 0.165], [0.323, 0.209, -1.054], [0.107, -1.212, 0.494], [1.113, 0.850, 0.672], [1.164, 0.034, -1.375], [1.140, 0.125, 0.850], [-0.031, -0.202, -0.204], [-0.259, 0.367, 0.358], [-0.362, 0.466, 0.564], [0.243, -0.263, -0.349], [0.798, -0.674, -0.405], [0.168, -0.178, -0.034], [-0.617, 0.375, 0.106], [-0.716, 0.588, 0.621], [-0.114, 0.103, 0.198], [0.451, -0.172, -0.499], [0.365, -0.517, -0.215], [0.475, -0.619, -0.127], [-0.314, 0.344, 0.112], [-0.161, 0.267, 0.078], [-0.060, -0.169, 0.145], [0.197, 0.131, -0.064], [-0.244, 0.095, -0.068], [0.102, 0.038, 0.214], [0.248, -0.100, 0.088], [-0.002, -0.118, -0.246], [-0.143, -0.006, -0.193], [-0.104, 0.249, -0.065], [0.047, 0.172, -0.229], [0.023, -0.183, 0.137], [-0.129, -0.036, 0.227], [0.112, 0.055, 0.188], [-0.239, -0.114, -0.013], [0.118, 0.083, -0.263]],
  "e_lumo_ev": -7.99,
  "total_charge": 2,
  "homo_lumo_gap_ev": 3.13,
  "multiplicity": 1
}